No. 1
15
Properties=species:S:1:pos:R:3:forces:R:3:lowdin_charge:R:1 method="wB97M-V/def2-TZVPD" total_energy_ha=-474.1764 homo_energy_ev="-9.30 / -9.30" homo_lumo_gap_ha="0.322 / 0.322" de_lowest_kcal_mol=68.9 smiles="CC(N)=O.O=C(O)O"
C -1.3184 -0.9916 0.6509 0.0 0.1 -1.6 -0.01
C -0.0012 -0.2644 0.8326 1.8 -2.7 7.8 -0.56
N -0.1362 0.9557 1.4377 -0.2 1.2 -1.2 0.14
O 1.0175 -0.9185 1.2823 -2.3 1.6 -2.7 -0.01
H -1.0271 1.3343 1.7240 0.2 0.1 -0.5 0.11
H 0.7142 1.4173 1.7286 -0.3 -0.2 0.2 0.11
H -2.0663 -0.3190 0.2261 -0.1 -0.2 0.0 0.08
H -1.1662 -1.8355 -0.0215 -0.1 0.0 0.1 0.09
H -1.6677 -1.3571 1.6190 0.4 0.1 0.0 0.10
C 0.8436 -0.0389 -1.3019 5.2 -2.5 -5.1 -0.63
O -0.2352 -0.0535 -2.1255 -0.4 -0.1 1.0 0.12
O 1.3698 1.2260 -1.3014 -0.3 -0.2 1.4 0.09
O 1.6181 -1.0207 -1.2021 -3.3 2.6 0.4 0.09
H 2.2504 1.1007 -0.9025 -0.2 0.2 -0.2 0.14
H -0.1953 0.7652 -2.6464 -0.2 -0.1 0.4 0.13

---

No. 2
13
Properties=species:S:1:pos:R:3:forces:R:3:lowdin_charge:R:1 method="wB97M-V/def2-TZVPD" total_energy_ha=-646.5423 homo_energy_ev=-9.25 homo_lumo_gap_ha=0.362 de_lowest_kcal_mol=106.5
C 1.9125 0.3677 0.9386 0.7 1.9 -1.0 -0.33
C -0.6989 -1.1731 -1.0195 -1.4 -4.2 -1.5 -0.22
C -1.6245 0.8691 0.3292 -3.2 -0.1 -2.5 -0.39
H 2.9492 0.5581 0.4170 -1.8 -0.3 1.4 0.05
H 1.7083 1.1240 1.7810 0.7 -1.6 -1.0 0.03
H 1.8466 -0.7160 1.2366 -0.4 1.3 -0.6 0.04
H -1.8046 -1.3407 -1.7763 3.3 0.5 2.7 0.15
H -0.6790 -1.9498 0.0010 -0.1 1.2 -3.7 0.13
H 0.2902 -1.4290 -1.9371 -3.1 1.2 3.5 0.16
H -1.1345 1.9511 0.5570 -1.2 -2.6 0.2 0.12
N -0.6785 0.0668 -0.3452 2.3 4.4 0.6 -0.54
O -2.8420 0.5980 0.2755 3.2 0.8 1.1 -0.02
S 0.7553 1.0738 -0.4578 1.0 -2.4 0.7 0.81

---

No. 3
13
Properties=species:S:1:pos:R:3:forces:R:3:lowdin_charge:R:1 method="wB97M-V/def2-TZVPD" total_energy_ha=-646.6896 homo_energy_ev=-9.20 homo_lumo_gap_ha=0.366 de_lowest_kcal_mol=14.0 smiles="NC(=O)CCS"
C 0.0024 0.2011 -0.2889 0.1 1.3 -1.1 -0.22
C 1.2559 0.1356 0.5471 0.8 1.0 0.5 -0.51
S 2.2823 1.6553 0.2190 0.0 0.3 0.0 0.67
C -1.2001 -0.6331 0.1076 1.3 -1.4 -0.5 -0.53
N -2.1368 -0.7438 -0.8960 -0.4 0.2 0.2 0.13
O -1.2310 -1.3111 1.1095 -0.3 0.7 0.6 0.07
H 0.2008 0.1097 -1.3709 0.1 -0.8 0.3 0.12
H -0.2402 1.2685 -0.3587 -0.6 0.0 0.6 0.10
H 2.0007 -0.6213 0.3405 -0.6 -0.7 0.1 0.06
H 1.0002 0.2039 1.6020 0.0 -0.5 0.0 0.08
H 2.6613 2.0082 1.4695 -0.3 -0.3 -0.3 -0.15
H -2.8888 -1.3883 -0.6907 0.2 0.0 0.0 0.10
H -1.7067 -0.8846 -1.7901 -0.2 0.2 -0.4 0.09

---

No. 4
13
Properties=species:S:1:pos:R:3:forces:R:3:lowdin_charge:R:1 method="wB97M-V/def2-TZVPD" total_energy_ha=-646.5280 homo_energy_ev=-8.23 homo_lumo_gap_ha=0.323 de_lowest_kcal_mol=115.5
C -0.4061 -0.6636 -1.0886 -0.7 -3.1 1.8 -0.30
C 0.2833 0.4917 -1.6451 2.2 1.3 1.1 -0.32
C 0.2969 -0.7856 0.2370 -2.9 6.1 -0.2 -0.40
N -0.4650 0.7315 2.3159 -0.4 -0.6 1.7 -0.08
O -0.9624 -0.1501 1.4537 0.8 -2.7 -2.6 -0.26
S 1.4308 0.5144 -0.0963 -0.4 0.3 -0.8 0.90
H -1.4573 -0.6293 -0.9040 -0.8 0.5 -0.1 0.11
H -0.2456 -1.6017 -1.5653 0.2 -0.6 -1.2 0.11
H 0.9766 0.2771 -2.4402 -0.4 0.3 -0.7 0.07
H -0.2736 1.4102 -1.6731 -0.1 0.3 -0.5 0.08
H 0.6465 -1.4635 0.8534 1.2 -4.2 2.3 0.03
H 0.3660 0.3943 2.7772 0.3 -0.4 0.4 0.07
H -0.1901 1.4747 1.7754 1.0 2.8 -1.2 0.00

---

No. 5
13
Properties=species:S:1:pos:R:3:forces:R:3:lowdin_charge:R:1 method="wB97M-V/def2-TZVPD" total_energy_ha=-646.6862 homo_energy_ev=-9.26 homo_lumo_gap_ha=0.368 de_lowest_kcal_mol=16.2 smiles="NC(=O)CCS"
C 0.3553 -0.2596 -0.3101 -0.6 -0.4 0.1 -0.21
C -0.9478 0.3448 -0.8535 -0.9 -1.0 -0.7 -0.51
S -1.0284 0.1807 -2.7421 0.9 0.1 1.0 0.65
C 0.3543 -0.5349 1.2045 -0.3 3.0 -0.5 -0.53
N 1.0720 0.4874 1.8478 -0.4 -2.3 -0.2 0.13
O -0.3102 -1.3503 1.7802 0.3 -0.9 0.0 0.08
H 0.4447 -1.2604 -0.7371 0.4 0.2 -0.4 0.10
H 1.1613 0.4364 -0.5677 0.1 -0.6 -0.1 0.11
H -1.8198 -0.2671 -0.6160 0.3 0.1 0.7 0.05
H -1.1667 1.3593 -0.5045 0.3 -0.1 -0.4 0.07
H -0.1163 -0.8301 -2.7213 -0.5 0.4 -0.3 -0.15
H 1.0364 0.3271 2.8432 0.0 1.0 0.2 0.10
H 0.9651 1.3667 1.3765 0.4 0.4 0.6 0.09

---

No. 6
13
Properties=species:S:1:pos:R:3:forces:R:3:lowdin_charge:R:1 method="wB97M-V/def2-TZVPD" total_energy_ha=-646.5819 homo_energy_ev=-8.79 homo_lumo_gap_ha=0.354 de_lowest_kcal_mol=81.6 smiles=NSC1(O)CC1
C 1.3894 -0.3228 1.0655 -1.8 1.6 -1.1 -0.04
C 1.0036 -0.4394 -0.3683 1.3 1.9 -0.6 -0.20
C -0.0466 0.4115 0.2552 0.8 -1.5 2.8 -0.62
N -2.6159 -0.0571 -0.5928 0.2 -4.4 0.7 -0.36
O 0.2002 1.7877 0.0085 0.2 -2.8 -2.3 -0.03
S -1.7313 -0.1266 0.8507 1.9 0.8 -0.7 0.84
H 1.6146 -1.0995 1.7630 -1.3 -1.2 0.0 0.07
H 1.9653 0.4755 1.4428 0.7 1.3 -0.5 0.06
H 1.5225 0.1699 -1.1117 0.4 0.2 0.4 0.11
H 0.9872 -1.3777 -0.8342 -1.2 -1.5 -0.1 0.09
H -2.3136 -0.8862 -1.1849 -0.7 1.9 0.6 0.06
H -2.5301 0.8074 -0.9962 0.2 2.3 -1.6 -0.03
H -0.0171 2.2722 0.7548 -0.8 1.4 2.4 0.05

---

No. 7
13
Properties=species:S:1:pos:R:3:forces:R:3:lowdin_charge:R:1 method="wB97M-V/def2-TZVPD" total_energy_ha=-646.5582 homo_energy_ev=-9.20 homo_lumo_gap_ha=0.337 de_lowest_kcal_mol=96.5
C -0.5274 -1.3999 -0.5873 -1.7 3.0 0.7 -0.07
C -0.7246 1.6930 0.8760 -2.5 0.1 -4.8 -0.36
C 0.7027 -0.4351 -0.5750 -1.3 0.2 0.0 -0.69
N 1.5115 -0.4933 0.5781 4.3 -1.9 1.7 -0.14
O 2.7277 -0.7883 0.3653 -3.8 1.0 0.4 -0.05
S 0.4746 1.3640 -0.4644 -0.4 0.2 -0.3 0.89
H -0.9249 -1.6354 0.4611 0.9 0.0 -1.6 0.10
H -1.4161 -0.9510 -1.2031 1.6 -0.4 1.3 0.11
H -0.2095 -2.1828 -1.1951 0.3 -2.0 -0.3 0.03
H -0.3412 1.8640 1.7846 1.8 0.6 3.2 -0.02
H -1.5238 0.9112 0.9537 0.6 0.8 -0.4 0.06
H -1.1276 2.6593 0.3873 0.1 -1.4 1.4 0.06
H 1.3786 -0.6056 -1.3811 0.1 0.0 -1.2 0.09

---

No. 8
13
Properties=species:S:1:pos:R:3:forces:R:3:lowdin_charge:R:1 method="wB97M-V/def2-TZVPD" total_energy_ha=-646.6675 homo_energy_ev=-9.31 homo_lumo_gap_ha=0.368 de_lowest_kcal_mol=27.9 smiles="O=CNCCS"
O -2.1577 1.8277 0.0976 -5.2 -0.2 0.4 0.07
S 1.0806 -1.5869 -1.5374 -0.2 0.3 0.0 0.68
C -1.0311 2.0356 -0.0675 4.2 0.8 -1.2 -0.44
N -0.0978 1.0763 0.1532 -1.0 -0.8 -0.1 0.03
C 0.6393 -1.2670 0.2078 1.0 -0.7 1.7 -0.58
C -0.5421 -0.3493 0.3770 1.4 1.2 0.1 -0.26
H 2.3582 -1.9478 -1.3485 -0.1 0.0 0.1 -0.16
H -0.6020 2.9945 -0.5317 -0.3 -0.7 0.8 0.15
H 0.8169 1.4675 0.2600 0.7 -0.9 0.0 0.12
H 1.5266 -0.7689 0.7277 -1.0 -1.2 -0.5 0.09
H 0.3088 -2.2485 0.6873 1.0 1.2 -0.5 0.09
H -1.0683 -0.5260 1.3181 0.5 0.4 0.2 0.12
H -1.2314 -0.7072 -0.3437 -1.1 0.6 -1.1 0.09

---

No. 9
13
Properties=species:S:1:pos:R:3:forces:R:3:lowdin_charge:R:1 method="wB97M-V/def2-TZVPD" total_energy_ha=-646.5444 homo_energy_ev=-9.11 homo_lumo_gap_ha=0.338 de_lowest_kcal_mol=105.1 smiles="NCCOC=S"
C -1.0071 0.3667 -0.7203 2.3 0.0 3.0 -0.25
C 0.4285 0.5592 0.0844 -8.1 5.5 -2.8 -0.39
C 1.4686 -0.5933 1.7604 -2.2 5.7 -3.3 -0.59
H -1.8037 -0.7641 -2.0736 -1.4 -0.9 -1.0 0.04
H -0.6253 -1.6065 -1.1964 -0.9 1.3 -1.1 0.10
H -1.7408 0.4906 0.3282 1.2 -0.9 -3.4 0.18
H -1.0816 1.0591 -1.4931 -0.8 3.1 0.0 0.07
H 1.2340 0.7749 -0.4789 3.0 -0.1 -2.0 0.07
H 0.0450 1.5868 0.4436 1.4 -1.1 0.7 0.13
H 1.2858 -1.4606 2.1466 0.1 -5.2 2.9 0.02
N -0.9129 -0.6992 -1.6751 1.4 -2.9 2.5 -0.02
O 0.3793 -0.4240 0.9129 1.6 -4.8 3.3 -0.17
S 2.3301 0.7103 1.9612 2.3 0.3 1.2 0.81

---

No. 10
13
Properties=species:S:1:pos:R:3:forces:R:3:lowdin_charge:R:1 method="wB97M-V/def2-TZVPD" total_energy_ha=-646.4880 homo_energy_ev="-10.22 / -8.83" homo_lumo_gap_ha="0.329 / 0.285" de_lowest_kcal_mol=140.5
C 1.0265 -1.0375 0.6343 2.6 3.1 2.7 -0.18
C 1.0164 -0.7409 -0.7842 -0.3 -1.6 -1.8 -0.18
C 0.2441 0.2213 0.1040 1.0 -0.6 0.0 -0.49
N -1.9910 2.2123 -0.3265 -3.4 -0.7 2.9 0.04
O -1.4141 -1.6606 0.3059 -1.5 2.9 -0.2 -0.54
S -1.4716 -0.1005 0.4222 0.5 -3.8 -0.4 1.00
H 0.3828 -1.7365 1.1079 0.0 -0.6 0.0 0.06
H 1.9285 -0.6671 1.2799 -1.5 -1.1 -1.4 0.14
H 2.0127 -0.5010 -1.2209 -1.2 0.3 0.2 0.12
H 0.3880 -1.4525 -1.4021 0.8 1.0 0.7 0.13
H 0.6332 1.2430 0.1783 -0.3 -0.5 0.4 0.10
H -1.5356 1.9279 0.5507 -0.6 1.0 0.4 -0.10
H -1.2200 2.2921 -0.8495 3.8 0.6 -3.4 -0.10